{
  "formula": "C22H28N3O3S2",
  "method": "the ωB97M-V functional and the def2-TZVPD basis",
  "orbital_gap_ev": 8.83,
  "smiles": "Cc1cc(C)c2sc(N(CC[NH+](C)C)C(=O)CCS(=O)(=O)c3ccccc3)nc2c1",
  "total_charge": 1,
  "symbols": ["S", "S", "O", "O", "O", "N", "N", "N", "C", "C", "C", "C", "C", "C", "C", "C", "C", "C", "C", "C", "C", "C", "C", "C", "C", "C", "C", "C", "C", "C", "H", "H", "H", "H", "H", "H", "H", "H", "H", "H", "H", "H", "H", "H", "H", "H", "H", "H", "H", "H", "H", "H", "H", "H", "H", "H", "H", "H"],
  "coordinates": [[0.221655, 1.792735, -1.913278], [-1.860590, -2.383367, -0.034121], [-1.243830, -1.356411, 0.794833], [-2.739816, -3.279639, 0.660752], [-3.413094, 0.448492, 0.452022], [0.888932, 1.744823, 0.592641], [-1.393054, 1.402121, 0.318124], [-2.839265, 0.282008, 2.999698], [-3.723451, 1.083254, 3.853204], [-2.174527, -0.133477, -1.486990], [0.656834, -2.670114, -1.073624], [2.960078, 2.331966, -2.336512], [-2.678714, -1.075737, 3.536898], [0.139678, -5.209850, -2.082603], [-2.793311, -1.511471, -1.353260], [3.295144, 2.207705, 0.478895], [-2.360134, 0.581062, -0.169976], [-0.845952, -4.536971, -1.379440], [1.637406, -3.347366, -1.779816], [-1.619090, 1.986092, 1.644633], [1.888467, 2.075248, -1.488705], [4.373047, 2.468027, -0.345386], [2.040652, 2.008983, -0.090122], [2.765309, 2.405568, -3.815893], [-0.570683, -3.276086, -0.885430], [-0.113642, 1.585491, -0.188325], [-1.532694, 0.947468, 2.764512], [4.189560, 2.524856, -1.732717], [1.374866, -4.611993, -2.284373], [5.738523, 2.697753, 0.220863], [6.453600, 2.004984, -0.219245], [0.837774, -1.695102, -0.647617], [5.045842, 2.732062, -2.357474], [-0.843124, 2.736829, 1.790676], [-0.054573, -6.197566, -2.470029], [3.715815, 2.523522, -4.327470], [-1.812925, -4.976306, -1.191706], [-3.264072, 0.222723, 2.026982], [-3.317606, 1.136159, 4.863476], [-2.703721, -2.101799, -2.259338], [2.275269, 1.503215, -4.180576], [-1.195735, 1.410126, 3.693735], [-4.710518, 0.627514, 3.894170], [-3.830092, -1.466348, -1.029173], [-1.121673, -0.234794, -1.742129], [-2.139595, -1.042950, 4.482656], [6.074303, 3.707926, -0.008842], [-2.597543, 2.474461, 1.626453], [-3.826819, 2.092217, 3.461179], [-3.654456, -1.529247, 3.695070], [5.742403, 2.567552, 1.299108], [-0.810705, 0.188020, 2.457506], [2.126332, 3.251976, -4.067556], [2.603235, -2.891134, -1.931959], [2.140842, -5.138416, -2.832583], [-2.129658, -1.684645, 2.820705], [3.401779, 2.157051, 1.550167], [-2.672679, 0.440803, -2.272691]],
  "atomic_forces_ev_per_a": [[0.217, 0.124, 0.471], [-0.139, -0.065, 0.069], [0.430, -0.198, -0.455], [-0.173, -0.398, -0.334], [-0.281, -0.016, -0.194], [-0.687, -0.288, 0.707], [-0.481, 0.223, 0.245], [-0.244, -0.134, -0.446], [-0.452, 0.409, 0.344], [-0.002, -0.148, 0.058], [0.132, 0.194, 0.056], [0.125, -0.024, 0.021], [0.154, -0.809, 0.171], [-0.072, 0.033, 0.031], [0.398, -0.257, 0.445], [-0.031, 0.010, -0.126], [0.114, 0.522, -0.280], [-0.133, -0.155, -0.011], [-0.030, 0.018, 0.009], [-0.209, 0.109, 0.194], [-0.051, -0.034, 0.464], [-0.142, -0.052, 0.102], [0.412, 0.210, -1.017], [-0.020, 0.032, 0.027], [-0.467, 0.392, 0.224], [0.739, 0.040, -0.941], [0.681, 0.275, -0.285], [-0.219, -0.042, -0.034], [0.008, 0.021, 0.012], [0.053, 0.025, -0.007], [0.092, -0.029, 0.023], [0.100, 0.130, 0.023], [0.111, 0.030, -0.108], [-0.189, -0.118, 0.033], [-0.026, -0.089, -0.022], [0.018, -0.001, -0.086], [-0.102, -0.149, -0.022], [0.145, 0.040, 0.487], [0.080, -0.060, -0.068], [-0.007, -0.061, -0.078], [-0.002, -0.069, -0.108], [-0.101, -0.076, 0.013], [0.049, -0.060, -0.060], [0.018, -0.109, 0.094], [-0.115, 0.065, -0.062], [-0.017, 0.122, 0.011], [0.077, 0.056, 0.032], [0.118, 0.017, 0.045], [0.062, -0.022, -0.076], [-0.059, 0.112, 0.007], [0.061, 0.002, 0.072], [-0.116, 0.070, 0.199], [-0.026, 0.063, -0.098], [0.082, 0.041, 0.001], [0.068, -0.051, -0.051], [-0.036, 0.154, 0.101], [0.055, -0.004, 0.161], [0.030, -0.023, 0.014]]
}

{
  "formula": "C22H28N4O2",
  "method": "the ωB97M-V functional and the def2-TZVPD basis",
  "orbital_gap_ev": 8.73,
  "smiles": "CCN1/C(=N/CCc2cccnc2)N[C@@H](c2ccccc2)[C@H](C(=O)OC)[C@H]1C",
  "total_charge": 0,
  "symbols": ["O", "O", "N", "N", "N", "N", "C", "C", "C", "C", "C", "C", "C", "C", "C", "C", "C", "C", "C", "C", "C", "C", "C", "C", "C", "C", "C", "C", "H", "H", "H", "H", "H", "H", "H", "H", "H", "H", "H", "H", "H", "H", "H", "H", "H", "H", "H", "H", "H", "H", "H", "H", "H", "H", "H", "H"],
  "coordinates": [[-3.235863, 1.411024, -1.706603], [-4.229858, 1.398920, 0.295811], [0.606671, 2.084981, -0.366357], [-0.616737, 0.326139, -1.341860], [4.143314, -0.890557, -0.178473], [-0.581294, 0.677679, 0.977268], [0.360937, -2.125170, -0.384793], [3.835508, 1.853398, -0.375223], [-1.596667, -0.716987, -1.160193], [-1.678617, -3.218567, -1.000185], [-0.192178, 1.091529, -0.273453], [-1.107828, -4.445661, -0.713774], [1.140023, 2.515200, -1.627726], [4.800016, -0.077248, 0.630511], [2.160739, 1.536044, -2.246719], [0.201867, -4.516140, -0.268063], [-1.740108, -1.161289, 2.134143], [3.335908, -0.355146, -1.077470], [4.686995, 1.303146, 0.567561], [-0.950144, -2.046782, -0.833936], [0.056832, 1.336070, 2.103711], [-3.363655, 0.935529, -0.608804], [1.352110, 0.626686, 2.484748], [-4.994171, 2.533652, -0.093381], [3.125135, 1.012643, -1.225422], [0.935465, -3.353380, -0.106778], [-1.874549, 0.071541, 1.233170], [-2.599251, -0.270077, -0.080011], [-5.659965, 2.750161, 0.737675], [0.283162, 2.366369, 1.816192], [1.638435, 0.691152, -2.699572], [1.959291, -3.393096, 0.233834], [2.705631, 2.063204, -3.035559], [1.810378, 1.117844, 3.339259], [0.933582, -1.223078, -0.245038], [-5.564668, 2.313038, -0.997593], [-1.281344, -0.883543, 3.078744], [-1.128574, -1.924018, 1.663989], [-4.336005, 3.381980, -0.290464], [-2.501644, 0.800878, 1.776055], [-2.724730, -1.573322, 2.342330], [0.648127, -5.475327, -0.051106], [1.635610, 3.469872, -1.423697], [0.350253, 2.710642, -2.373226], [2.043504, 0.666230, 1.648741], [3.717587, 2.924219, -0.445474], [2.829739, -1.063110, -1.723233], [-0.698509, 0.845975, -2.201897], [-2.697128, -3.169235, -1.360416], [-0.636251, 1.343770, 2.947950], [-2.147728, -0.830617, -2.102210], [5.443412, -0.557380, 1.356521], [-3.332225, -1.056621, 0.120258], [-1.684510, -5.349618, -0.845596], [1.166432, -0.415305, 2.733077], [5.247549, 1.931782, 1.242735]],
  "atomic_forces_ev_per_a": [[-0.104, 0.112, -0.122], [0.016, -0.205, 0.278], [-0.048, 0.245, 0.217], [0.017, 0.217, -0.175], [0.121, -0.515, 0.147], [-0.229, -0.112, -0.054], [-0.056, -0.015, -0.109], [0.042, -0.222, 0.004], [-0.299, -0.134, 0.134], [0.063, 0.132, 0.051], [0.370, 0.247, -0.244], [-0.066, -0.107, 0.016], [0.005, -0.174, -0.151], [0.135, 0.115, 0.170], [-0.142, 0.195, 0.035], [0.012, -0.092, 0.036], [-0.012, 0.209, -0.125], [-0.140, 0.293, -0.215], [-0.056, 0.060, -0.096], [0.022, -0.110, -0.149], [0.363, 0.054, 0.187], [0.014, -0.196, -0.046], [-0.244, 0.161, -0.012], [-0.125, 0.274, -0.258], [0.139, -0.118, 0.048], [0.044, 0.008, 0.030], [-0.443, -0.329, 0.330], [0.176, 0.233, -0.173], [0.040, -0.018, -0.032], [-0.138, -0.097, 0.151], [0.084, 0.023, -0.049], [0.119, -0.002, 0.040], [-0.052, -0.064, -0.065], [0.127, 0.037, 0.118], [0.068, 0.055, -0.001], [0.024, 0.047, 0.086], [0.051, 0.012, 0.134], [0.025, -0.085, 0.043], [-0.071, -0.051, 0.020], [0.160, -0.166, -0.156], [-0.120, -0.049, 0.062], [0.040, -0.077, 0.014], [-0.058, -0.039, -0.247], [0.115, 0.098, 0.018], [0.134, -0.004, -0.114], [-0.038, 0.135, 0.010], [-0.138, 0.042, -0.109], [-0.037, -0.017, 0.079], [-0.129, -0.003, -0.058], [-0.063, -0.024, -0.084], [0.149, 0.088, 0.174], [0.079, 0.057, 0.092], [0.043, 0.052, 0.019], [-0.037, -0.076, -0.020], [-0.007, -0.131, 0.054], [0.051, 0.029, 0.066]]
}

HOMO energy across the listed records, respectively: -11.000 -8.061 eV.
Energy above the lowest of the compared OMol25 structures with the same formula, charge and spin across the listed records, respectively: 0.0 28.7 kcal/mol.